Entry 1:
Below is C2H7BrClO2PTa as an isolated structure at a distorted geometry, with properties calculated with wB97M-V/def2-TZVPD.

Cartesian coordinates (Å):
O 0.703 -2.667 -0.501
C 1.207 -1.518 -0.613
Br 2.043 -1.102 -2.368
C 1.108 -0.500 0.617
Ta -0.029 1.446 0.015
P -2.162 0.003 -0.273
O -2.208 -1.091 1.091
Cl -2.042 -1.219 -2.016
H 2.129 -0.252 1.072
H 0.470 -1.026 1.420
H 0.466 1.294 -1.775
H -0.955 2.998 -0.490
H -0.560 1.805 1.750
H 1.535 2.449 0.273
H -1.708 -0.620 1.799

Results
* energy: -99683.8588 eV
* net charge: -1
* orbital gap: 0.231 hartree

The Löwdin scheme yields these atomic charges, measured in e: atom 1 (O): -0.116, atom 2 (C): -0.862, atom 3 (Br): 0.526, atom 4 (C): -0.436, atom 5 (Ta): 0.955, atom 6 (P): 0.211, atom 7 (O): -0.528, atom 8 (Cl): -0.001, atom 9 (H): 0.037, atom 10 (H): 0.034, atom 11 (H): -0.200, atom 12 (H): -0.213, atom 13 (H): -0.194, atom 14 (H): -0.197, atom 15 (H): -0.015

Entry 2:
Below is C23H21IN4OSSeSn as an isolated structure at a distorted geometry, with properties calculated with wB97M-V/def2-TZVPD.

Cartesian coordinates (Å):
Sn -0.412 -0.613 -0.329
I -1.828 -0.191 -3.284
C -1.569 1.789 -2.533
C -1.796 2.876 -3.354
C -1.646 4.136 -2.796
C -1.296 4.248 -1.458
C -1.074 3.088 -0.735
N -1.194 1.871 -1.267
H -2.084 2.739 -4.385
H -1.812 5.014 -3.399
H -1.206 5.217 -0.992
H -0.795 3.113 0.311
Se -2.555 0.182 1.284
C -4.259 0.160 2.208
C -4.540 -0.551 3.365
C -5.807 -0.420 3.923
N -6.712 0.354 3.372
C -6.471 1.037 2.287
C -5.237 0.976 1.647
H -3.808 -1.190 3.830
H -6.088 -0.944 4.825
H -7.268 1.654 1.896
H -5.054 1.548 0.748
C 3.496 -6.201 2.331
C 2.306 -5.448 2.804
C 1.572 -5.844 3.930
C 0.486 -5.042 4.232
N 0.165 -3.983 3.529
C 0.905 -3.638 2.480
S 0.514 -2.222 1.599
N 1.950 -4.373 2.131
H 3.699 -7.053 2.970
H 4.364 -5.544 2.315
H 3.333 -6.544 1.311
H 1.832 -6.708 4.517
H -0.161 -5.253 5.076
C 3.525 -0.738 -2.998
C 2.563 0.159 -2.300
O 1.629 -0.306 -1.628
C 2.725 1.609 -2.418
C 3.437 2.205 -3.465
C 3.499 3.581 -3.571
C 2.857 4.385 -2.639
C 2.179 3.808 -1.575
C 2.116 2.435 -1.467
H 3.356 -1.777 -2.727
H 4.545 -0.456 -2.744
H 3.426 -0.638 -4.080
H 3.919 1.600 -4.214
H 4.043 4.029 -4.389
H 2.895 5.460 -2.732
H 1.714 4.431 -0.826
H 1.621 1.972 -0.619

Results
* energy: -122295.3899 eV
* net charge: +2
* orbital gap (spin up / spin down): 0.208 / 0.189 hartree
* relative energy (zero: lowest compared OMol25 entry of this formula, charge and spin): 3.998 eV

The Löwdin scheme yields these atomic charges, measured in e: atom 1 (Sn): 0.956, atom 2 (I): 0.991, atom 3 (C): -0.722, atom 4 (C): -0.088, atom 5 (C): -0.012, atom 6 (C): -0.027, atom 7 (C): -0.147, atom 8 (N): -0.105, atom 9 (H): 0.112, atom 10 (H): 0.129, atom 11 (H): 0.125, atom 12 (H): 0.124, atom 13 (Se): 0.750, atom 14 (C): -0.571, atom 15 (C): -0.075, atom 16 (C): -0.104, atom 17 (N): 0.087, atom 18 (C): -0.116, atom 19 (C): -0.105, atom 20 (H): 0.110, atom 21 (H): 0.124, atom 22 (H): 0.123, atom 23 (H): 0.098, atom 24 (C): -0.007, atom 25 (C): -0.295, atom 26 (C): 0.077, atom 27 (C): -0.083, atom 28 (N): 0.075, atom 29 (C): -0.787, atom 30 (S): 0.664, atom 31 (N): 0.113, atom 32 (H): 0.087, atom 33 (H): 0.097, atom 34 (H): 0.097, atom 35 (H): 0.131, atom 36 (H): 0.128, atom 37 (C): 0.023, atom 38 (C): -0.344, atom 39 (O): -0.192, atom 40 (C): -0.157, atom 41 (C): 0.001, atom 42 (C): -0.039, atom 43 (C): -0.035, atom 44 (C): -0.065, atom 45 (C): -0.031, atom 46 (H): 0.099, atom 47 (H): 0.113, atom 48 (H): 0.107, atom 49 (H): 0.118, atom 50 (H): 0.120, atom 51 (H): 0.119, atom 52 (H): 0.110, atom 53 (H): 0.099

Entry 3:
Below is a 10-piece molecular cluster, C3H24N2O11 overall at a distorted geometry, with properties calculated with wB97M-V/def2-TZVPD.

Cartesian coordinates (Å):
N -0.862 -2.070 -1.448
C -0.981 -1.287 -0.345
O -1.760 -0.329 -0.234
N -0.200 -1.612 0.798
C 1.041 -2.334 0.624
C 2.191 -1.339 0.209
O 2.640 -1.305 -0.904
H -1.528 -1.982 -2.221
H 0.013 -2.453 -1.828
H -0.171 -0.868 1.481
H 1.037 -3.204 -0.047
H 1.301 -2.734 1.637
H 2.459 -0.668 1.042
O -1.066 1.343 4.015
H -0.732 1.915 3.324
H -1.740 0.821 3.531
O 0.689 2.853 1.306
H -0.198 3.147 1.052
H 1.072 2.537 0.490
O 2.258 2.135 -1.258
H 1.895 1.488 -1.884
H 2.597 2.804 -1.872
O 0.919 0.282 2.855
H 1.229 1.034 2.362
H 0.375 0.315 3.620
O -2.075 0.773 -2.880
H -2.436 0.384 -2.008
H -2.797 1.412 -2.891
O 1.632 -2.303 -3.116
H 2.182 -1.669 -2.530
H 1.736 -2.071 -4.041
O 0.713 0.789 -2.945
H -0.257 0.791 -2.873
H 0.704 -0.171 -2.786
O -2.417 -0.353 2.486
H -2.355 -1.285 2.684
H -2.188 -0.244 1.555
O -1.910 2.531 0.992
H -2.794 2.822 0.731
H -1.843 1.647 0.625

Results
* SMILES: NC(=O)NCC=O.O.O.O.O.O.O.O.O.O
* energy: -29004.2814 eV
* orbital gap: 0.370 hartree
* relative energy (zero: lowest compared OMol25 entry of this formula, charge and spin): 0.748 eV

The Löwdin scheme yields these atomic charges, measured in e: atom 1 (N): 0.193, atom 2 (C): -0.519, atom 3 (O): -0.021, atom 4 (N): 0.069, atom 5 (C): -0.137, atom 6 (C): -0.156, atom 7 (O): 0.044, atom 8 (H): 0.126, atom 9 (H): 0.074, atom 10 (H): 0.087, atom 11 (H): 0.123, atom 12 (H): 0.134, atom 13 (H): 0.123, atom 14 (O): -0.081, atom 15 (H): 0.015, atom 16 (H): 0.001, atom 17 (O): -0.059, atom 18 (H): 0.008, atom 19 (H): -0.006, atom 20 (O): -0.074, atom 21 (H): -0.020, atom 22 (H): 0.052, atom 23 (O): -0.057, atom 24 (H): 0.014, atom 25 (H): 0.000, atom 26 (O): -0.080, atom 27 (H): 0.063, atom 28 (H): 0.055, atom 29 (O): -0.100, atom 30 (H): 0.042, atom 31 (H): 0.047, atom 32 (O): -0.058, atom 33 (H): 0.009, atom 34 (H): 0.017, atom 35 (O): -0.036, atom 36 (H): 0.064, atom 37 (H): -0.006, atom 38 (O): -0.035, atom 39 (H): 0.073, atom 40 (H): 0.014

Entry 4:
Below is C46H58BF2I2NO5STa as an isolated structure at a distorted geometry, with properties calculated with wB97M-V/def2-TZVPD.

Cartesian coordinates (Å):
Ta -0.466 0.249 -0.426
C 0.443 -3.022 -1.660
O 0.498 -2.246 -0.450
C 1.008 -2.981 0.620
C 0.117 -3.744 1.365
C -1.367 -3.643 1.096
C -1.994 -2.774 2.149
C -2.589 -3.363 3.254
C -3.102 -2.628 4.318
C -3.012 -1.247 4.233
C -2.431 -0.608 3.143
C -2.295 0.888 3.150
C -0.905 1.261 3.604
C -0.577 1.224 4.947
C 0.695 1.556 5.406
C 1.640 1.920 4.457
C 1.366 1.967 3.091
C 2.508 2.360 2.165
C 3.477 1.208 2.008
C 4.564 1.005 2.852
C 5.335 -0.151 2.772
C 4.967 -1.131 1.848
C 3.883 -0.981 0.995
C 3.370 -2.108 0.128
C 2.372 -2.970 0.888
C 2.826 -3.779 1.929
C 1.975 -4.568 2.690
C 0.614 -4.524 2.394
C 2.469 -5.473 3.816
C 2.100 -6.927 3.490
C 1.795 -5.055 5.131
C 3.984 -5.387 4.003
C 3.212 0.228 1.073
O 2.062 0.408 0.307
C 6.543 -0.397 3.676
C 7.796 -0.561 2.804
C 6.312 -1.680 4.488
C 6.777 0.755 4.653
C 0.079 1.620 2.691
O -0.314 1.740 1.329
C -0.839 3.068 1.041
C 0.991 1.532 6.902
C 0.072 2.538 7.610
C 0.721 0.121 7.444
C 2.443 1.899 7.210
C -1.911 -1.383 2.115
O -1.279 -0.746 1.055
C -3.722 -3.351 5.511
C -2.662 -4.267 6.140
C -4.911 -4.194 5.031
C -4.215 -2.377 6.581
H 1.450 -3.321 -1.953
H -0.174 -3.907 -1.503
H 0.011 -2.398 -2.438
H -1.550 -3.236 0.104
H -1.832 -4.628 1.136
H -2.646 -4.445 3.273
H -3.406 -0.626 5.027
H -2.502 1.304 2.169
H -3.035 1.302 3.834
H -1.346 0.930 5.652
H 2.641 2.183 4.771
H 2.114 2.674 1.201
H 3.033 3.213 2.595
H 4.797 1.764 3.587
H 5.533 -2.054 1.799
H 2.902 -1.725 -0.778
H 4.217 -2.726 -0.174
H 3.887 -3.778 2.141
H -0.087 -5.105 2.983
H 1.020 -7.061 3.414
H 2.547 -7.239 2.544
H 2.465 -7.592 4.275
H 0.709 -5.145 5.076
H 2.141 -5.690 5.948
H 2.034 -4.018 5.378
H 4.522 -5.705 3.108
H 4.303 -4.375 4.261
H 4.286 -6.046 4.819
H 7.718 -1.427 2.145
H 7.958 0.322 2.183
H 8.676 -0.699 3.434
H 6.225 -2.557 3.845
H 7.150 -1.849 5.166
H 5.400 -1.606 5.084
H 6.959 1.698 4.134
H 5.932 0.889 5.333
H 7.657 0.541 5.260
H -1.410 3.401 1.905
H -0.020 3.748 0.828
H -1.501 3.000 0.177
H -0.981 2.284 7.480
H 0.284 2.547 8.680
H 0.227 3.547 7.224
H -0.323 -0.169 7.317
H 1.342 -0.618 6.934
H 0.948 0.081 8.511
H 2.689 2.906 6.869
H 2.602 1.869 8.288
H 3.143 1.195 6.753
H -2.333 -5.041 5.445
H -1.785 -3.695 6.450
H -3.072 -4.766 7.020
H -4.602 -4.958 4.317
H -5.377 -4.700 5.878
H -5.664 -3.567 4.551
H -3.400 -1.771 6.984
H -4.989 -1.710 6.197
H -4.647 -2.939 7.410
I -0.537 0.701 -3.529
I -2.118 1.464 -5.576
O 0.704 2.006 -0.824
S 1.872 1.053 -1.222
N 1.016 -0.186 -1.740
F -3.275 -1.313 -0.806
B -2.692 -0.192 -0.420
F -3.455 0.763 0.122

Results
* energy: -95068.5964 eV
* net charge: +1
* orbital gap: 0.245 hartree
* relative energy (zero: lowest compared OMol25 entry of this formula, charge and spin): 6.072 eV

Atomic partial charges in e from the Löwdin method, atoms 1 to 99: atom 1 (Ta): 1.799, atom 2 (C): -0.035, atom 3 (O): -0.272, atom 4 (C): -0.189, atom 5 (C): -0.112, atom 6 (C): -0.052, atom 7 (C): -0.112, atom 8 (C): 0.030, atom 9 (C): -0.143, atom 10 (C): 0.039, atom 11 (C): -0.114, atom 12 (C): -0.054, atom 13 (C): -0.114, atom 14 (C): 0.042, atom 15 (C): -0.136, atom 16 (C): 0.044, atom 17 (C): -0.092, atom 18 (C): -0.045, atom 19 (C): -0.118, atom 20 (C): 0.040, atom 21 (C): -0.138, atom 22 (C): 0.030, atom 23 (C): -0.113, atom 24 (C): -0.047, atom 25 (C): -0.097, atom 26 (C): 0.043, atom 27 (C): -0.140, atom 28 (C): 0.039, atom 29 (C): -0.553, atom 30 (C): -0.039, atom 31 (C): -0.038, atom 32 (C): -0.061, atom 33 (C): -0.203, atom 34 (O): -0.344, atom 35 (C): -0.554, atom 36 (C): -0.038, atom 37 (C): -0.042, atom 38 (C): -0.061, atom 39 (C): -0.154, atom 40 (O): -0.305, atom 41 (C): -0.007, atom 42 (C): -0.553, atom 43 (C): -0.038, atom 44 (C): -0.037, atom 45 (C): -0.061, atom 46 (C): -0.181, atom 47 (O): -0.255, atom 48 (C): -0.555, atom 49 (C): -0.042, atom 50 (C): -0.038, atom 51 (C): -0.062, atom 52 (H): 0.107, atom 53 (H): 0.105, atom 54 (H): 0.063, atom 55 (H): 0.105, atom 56 (H): 0.136, atom 57 (H): 0.120, atom 58 (H): 0.111, atom 59 (H): 0.097, atom 60 (H): 0.138, atom 61 (H): 0.122, atom 62 (H): 0.107, atom 63 (H): 0.099, atom 64 (H): 0.136, atom 65 (H): 0.110, atom 66 (H): 0.119, atom 67 (H): 0.096, atom 68 (H): 0.135, atom 69 (H): 0.104, atom 70 (H): 0.120, atom 71 (H): 0.079, atom 72 (H): 0.094, atom 73 (H): 0.089, atom 74 (H): 0.070, atom 75 (H): 0.090, atom 76 (H): 0.089, atom 77 (H): 0.091, atom 78 (H): 0.075, atom 79 (H): 0.091, atom 80 (H): 0.080, atom 81 (H): 0.094, atom 82 (H): 0.090, atom 83 (H): 0.070, atom 84 (H): 0.091, atom 85 (H): 0.090, atom 86 (H): 0.090, atom 87 (H): 0.081, atom 88 (H): 0.091, atom 89 (H): 0.119, atom 90 (H): 0.104, atom 91 (H): 0.101, atom 92 (H): 0.080, atom 93 (H): 0.090, atom 94 (H): 0.094, atom 95 (H): 0.074, atom 96 (H): 0.090, atom 97 (H): 0.091, atom 98 (H): 0.090, atom 99 (H): 0.091

Entry 5:
Below is a 6-piece molecular cluster, C7H21O6 overall at a distorted geometry, with properties calculated with wB97M-V/def2-TZVPD.

Cartesian coordinates (Å):
C -1.126 -1.810 0.368
O -0.187 -2.910 0.372
C -0.800 -0.788 -0.694
C -1.981 0.130 -1.006
C -2.372 0.837 0.272
C -3.592 0.807 0.803
C -0.991 1.903 2.046
C -1.352 1.785 0.767
H -2.111 -2.248 0.166
H -1.110 -1.439 1.392
H 0.148 -0.229 -0.628
H -0.465 -1.421 -1.534
H -2.843 -0.335 -1.486
H -1.629 0.888 -1.706
H -4.379 0.158 0.442
H -3.854 1.515 1.581
H -0.214 2.629 2.236
H -1.567 1.492 2.866
H -0.855 2.504 0.130
H 1.235 -3.356 1.390
H 2.573 -2.788 1.190
O 2.169 -3.603 1.510
H 1.112 0.752 -2.019
H 1.967 -0.934 -1.863
O 1.823 0.556 -1.397
H 3.182 1.984 0.464
H 3.251 0.636 1.095
O 3.742 1.465 1.085
H 2.462 3.292 -0.759
H 1.620 1.960 -0.740
O 1.757 2.866 -0.266
H 0.241 -2.904 -0.450
H 2.234 -1.572 -3.244
O 1.912 -1.820 -2.383

Results
* energy: -19884.6798 eV
* net charge: -1
* orbital gap: 0.318 hartree
* relative energy (zero: lowest compared OMol25 entry of this formula, charge and spin): 0.553 eV

The Löwdin scheme yields these atomic charges, measured in e: atom 1 (C): -0.214, atom 2 (O): -0.083, atom 3 (C): -0.201, atom 4 (C): -0.157, atom 5 (C): -0.342, atom 6 (C): 0.045, atom 7 (C): 0.024, atom 8 (C): -0.148, atom 9 (H): 0.117, atom 10 (H): 0.118, atom 11 (H): 0.083, atom 12 (H): 0.108, atom 13 (H): 0.109, atom 14 (H): 0.115, atom 15 (H): 0.054, atom 16 (H): 0.058, atom 17 (H): 0.053, atom 18 (H): 0.057, atom 19 (H): 0.097, atom 20 (H): -0.009, atom 21 (H): 0.027, atom 22 (O): -0.089, atom 23 (H): -0.041, atom 24 (H): -0.028, atom 25 (O): -0.382, atom 26 (H): -0.019, atom 27 (H): 0.015, atom 28 (O): -0.104, atom 29 (H): 0.022, atom 30 (H): -0.019, atom 31 (O): -0.153, atom 32 (H): 0.041, atom 33 (H): -0.005, atom 34 (O): -0.149